Record 1
The following is a quantum chemistry calculation of an isolated molecule of C9H7NOS, from the Open Molecules 2025 dataset.

As for the gap between HOMO and LUMO (spin up / spin down): 0.2409 / 0.2411 hartree. Its energy above the lowest of the compared OMol25 structures with the same formula, charge and spin is 380.80 kJ/mol. For the molar mass, the calculation gives 177.2 g mol⁻¹. The value obtained for the LUMO energy (spin up / spin down) is -0.0376 / -0.0376 Eh.

```
19
Properties=species:S:1:pos:R:3:mulliken_charge:R:1
C 1.92757 1.40199 -1.84909 -0.53
C 2.31849 0.44802 -0.87926 -0.49
C 0.57096 1.56755 -2.12804 -0.84
C 1.45305 -0.24970 -0.10615 -0.79
C -0.37189 0.89427 -1.21796 0.93
C 0.08602 0.11100 -0.06664 0.79
C -1.68141 0.78655 -1.16310 -0.08
C -0.56661 -1.32720 1.87808 0.45
C -0.84464 -0.28828 0.84927 -0.99
N -1.72763 -1.43077 2.70594 -0.43
O 0.34882 -2.12013 2.07057 -0.61
S -3.17716 0.50927 -1.44522 -0.34
H 2.75381 1.77746 -2.33886 0.43
H 3.27813 0.13569 -0.81518 0.46
H 0.12892 2.13323 -2.84967 0.54
H 1.77874 -0.95125 0.51759 0.68
H -1.82763 0.05577 0.88498 0.40
H -2.68536 -1.49490 2.40122 0.20
H -1.76219 -1.95858 3.55151 0.22
```

***

Record 2
The following is a quantum chemistry calculation of C2H2O2P2S as an isolated structure, from the Open Molecules 2025 dataset.

As for the gap between HOMO and LUMO: 0.2960 hartree. Its energy above the lowest of the compared OMol25 structures with the same formula, charge and spin is 161.09 kJ/mol. For the molar mass, the calculation gives 152.1 g mol⁻¹. The value obtained for the LUMO energy is -0.0524 Eh.

```
9
Properties=species:S:1:pos:R:3:mulliken_charge:R:1
C 1.15076 0.03137 -0.32730 -0.45
C -0.84245 0.05693 0.15230 0.30
O -0.59144 2.70513 0.09044 -0.44
O -0.16795 -2.43266 0.96351 -0.50
P -1.60511 1.65635 0.48743 0.22
P -1.16276 -1.78024 0.08508 0.26
S -0.08434 -0.29941 -1.44715 -0.07
H 1.75638 0.84765 -0.43473 0.40
H 1.54691 -0.78510 0.43042 0.28
```

***

Record 3
The following is a quantum chemistry calculation of a 2-piece molecular cluster, C3H8BrOPS overall, from the Open Molecules 2025 dataset.

As for the gap between HOMO and LUMO (spin up / spin down): 0.2866 / 0.2116 hartree. Its energy above the lowest of the compared OMol25 structures with the same formula, charge and spin is 340.64 kJ/mol. For the molar mass, the calculation gives 203.0 g mol⁻¹. The value obtained for the LUMO energy (spin up / spin down) is -0.0337 / -0.0677 Eh.

```
15
Properties=species:S:1:pos:R:3:mulliken_charge:R:1
C -0.55775 -2.03356 1.26389 -1.17
C 1.24034 2.13586 -1.82555 -0.74
C -0.09515 -0.60270 1.23916 0.11
O -1.13511 0.19056 1.89418 -0.17
P -1.07881 1.73587 2.30688 0.21
S -0.21735 1.90118 -0.70638 -0.19
Br 0.94003 2.00221 3.14717 -0.18
H -1.40879 -2.07793 0.49054 0.25
H 0.19146 -2.76531 0.94962 0.36
H -1.00242 -2.31332 2.20978 0.30
H 1.17812 1.31797 -2.64265 0.26
H 1.30471 3.08652 -2.08490 0.32
H 2.10968 1.73142 -1.29257 0.25
H 0.10066 -0.03712 0.31705 0.07
H 0.71273 -0.49991 1.92804 0.33
```

***

Record 4
The following is a quantum chemistry calculation of C2H6N6 as an isolated structure, from the Open Molecules 2025 dataset.

As for the gap between HOMO and LUMO: 0.3061 hartree. Its energy above the lowest of the compared OMol25 structures with the same formula, charge and spin is 584.18 kJ/mol. For the molar mass, the calculation gives 114.1 g mol⁻¹. The value obtained for the LUMO energy is -0.0099 Eh.

```
14
Properties=species:S:1:pos:R:3:mulliken_charge:R:1
C -1.82507 -1.61898 0.93564 -0.74
C -0.45696 0.08699 -0.11732 0.62
H -1.87688 -1.14922 1.99285 0.31
H -2.83432 -1.38699 0.53872 0.27
H -1.79040 -2.91684 0.96682 0.22
H 2.41177 1.85900 0.00341 0.43
H 0.99909 -1.62380 -0.35284 0.35
H 1.48104 -1.40009 -2.17623 0.26
N -0.93920 -1.14228 -0.10012 -0.51
N -0.65943 1.09850 0.75778 -0.41
N 0.57714 1.67389 0.77027 -0.25
N 1.27637 1.20106 -0.07232 -0.06
N 0.56588 0.35980 -1.01260 0.04
N 1.36523 -0.93242 -1.18339 -0.52
```

***

Record 5
The following is a quantum chemistry calculation of a 2-piece molecular cluster, C3H4FO3 overall, from the Open Molecules 2025 dataset.

As for the gap between HOMO and LUMO: 0.2393 hartree. Its energy above the lowest of the compared OMol25 structures with the same formula, charge and spin is 257.76 kJ/mol. For the molar mass, the calculation gives 107.1 g mol⁻¹. The value obtained for the LUMO energy is 0.1459 Eh. Its charge is -1.

```
11
Properties=species:S:1:pos:R:3:mulliken_charge:R:1
C 2.36864 -1.15554 0.53925 0.60
C -1.34480 0.54921 0.40919 -1.18
C -0.16993 -0.07907 -0.22121 0.11
O 2.57253 -0.32411 1.29542 -0.30
O 2.45101 -2.15013 -0.02015 -0.36
O -0.65480 -0.38976 -1.47271 -0.39
F 0.88990 1.15586 -0.51965 -0.46
H -2.08713 0.91631 -0.32181 0.35
H -1.64515 -0.28225 1.09872 0.19
H -1.12380 1.41030 1.01068 0.24
H -1.25646 0.34918 -1.79772 0.20
```

***

Record 6
The following is a quantum chemistry calculation of C2H3NO3S as an isolated structure, from the Open Molecules 2025 dataset.

As for the gap between HOMO and LUMO: 0.4331 hartree. Its energy above the lowest of the compared OMol25 structures with the same formula, charge and spin is 153.83 kJ/mol. For the molar mass, the calculation gives 121.1 g mol⁻¹. The value obtained for the LUMO energy is 0.0258 Eh.

```
10
Properties=species:S:1:pos:R:3:mulliken_charge:R:1
C -1.13449 -0.41963 0.87633 0.10
C 0.92469 0.53899 0.44961 -0.40
N -0.24095 0.23647 1.42028 -0.40
O -0.39800 0.98208 -1.75129 -0.57
O 1.03985 -1.04152 -1.78561 -0.58
O -1.02398 -0.90437 -0.42375 -0.30
S 0.20145 -0.09835 -1.08009 1.09
H -2.13882 -0.57753 1.35875 0.36
H 1.09045 1.57019 0.32697 0.37
H 1.67983 -0.28632 0.60879 0.34
```

***

Record 7
The following is a quantum chemistry calculation of an isolated molecule of C4H11NO3, from the Open Molecules 2025 dataset.

As for the gap between HOMO and LUMO: 0.3828 hartree. Its energy above the lowest of the compared OMol25 structures with the same formula, charge and spin is 500.69 kJ/mol. For the molar mass, the calculation gives 121.1 g mol⁻¹. As for the SMILES: CCOO[C@](C)(N)O. The value obtained for the LUMO energy is 0.0351 Eh.

```
19
Properties=species:S:1:pos:R:3:mulliken_charge:R:1
C 2.68327 -0.72199 -0.31080 -1.06
C 1.52592 -0.13648 -1.06046 -0.01
O 0.21076 -1.19536 -0.80282 -0.42
O 0.03877 -0.29945 0.38079 -0.26
C -1.27489 0.32001 0.24963 0.91
C -1.42036 1.29618 1.40036 -1.50
N -2.28715 -0.69841 0.27045 -0.71
O -1.34107 1.01342 -0.95937 -0.53
H 2.76970 -1.79555 -0.47583 0.28
H 2.57787 -0.54514 0.76192 0.29
H 3.60520 -0.22651 -0.63804 0.36
H 1.56141 -0.31763 -2.13090 0.36
H 1.42525 0.93868 -0.92170 0.23
H -2.37981 1.81246 1.33389 0.37
H -1.35475 0.78030 2.36126 0.35
H -0.62486 2.04372 1.35758 0.34
H -2.28163 -1.14566 1.18267 0.25
H -1.99522 -1.42054 -0.38673 0.34
H -1.43841 0.29796 -1.61190 0.42
```